1.
{"formula": "C39H58BCaIN8S", "method": "ωB97M-V/def2-TZVPD", "total_charge": 0, "de_lowest_kcal_mol": 12.3, "species": ["Ca", "C", "C", "C", "C", "N", "N", "B", "N", "N", "C", "C", "C", "C", "C", "C", "C", "C", "N", "N", "C", "C", "C", "C", "C", "C", "C", "C", "C", "C", "C", "C", "H", "H", "H", "H", "H", "H", "H", "H", "H", "H", "H", "H", "H", "H", "H", "H", "H", "H", "H", "H", "H", "H", "H", "H", "H", "H", "H", "H", "H", "H", "H", "H", "H", "H", "H", "H", "H", "H", "H", "H", "I", "C", "C", "C", "C", "C", "C", "C", "C", "C", "C", "H", "H", "H", "H", "H", "H", "C", "N", "C", "C", "S", "N", "C", "C", "H", "H", "H", "H", "H", "H", "H", "H", "H", "H", "H", "H"], "positions_angstrom": [[-1.367, -1.577, 0.465], [-3.144, 3.318, 0.094], [-2.845, 2.029, -0.654], [-3.484, 1.584, -1.804], [-3.125, 0.216, -2.017], [-2.161, -0.108, -1.094], [-2.043, 0.964, -0.268], [-0.708, 1.207, 0.630], [-1.057, 0.799, 2.170], [-0.994, -0.520, 2.563], [-0.930, -0.556, 3.902], [-1.005, 0.752, 4.419], [-1.212, 1.617, 3.314], [-1.721, 3.022, 3.295], [-0.809, -1.750, 4.810], [-0.196, -2.893, 4.047], [-2.196, -2.222, 5.397], [0.123, -1.458, 5.980], [-0.071, 2.542, 0.369], [-0.060, 3.128, -0.917], [0.752, 4.148, -0.808], [1.393, 4.189, 0.484], [0.900, 3.031, 1.170], [1.500, 2.511, 2.465], [0.824, 5.221, -1.886], [0.620, 6.514, -1.102], [2.125, 5.142, -2.666], [-0.294, 5.071, -2.968], [-3.574, -0.613, -3.177], [-2.823, -1.939, -3.168], [-3.250, 0.171, -4.444], [-5.096, -0.872, -3.121], [-4.051, 3.786, -0.353], [-2.340, 4.025, -0.057], [-3.303, 3.056, 1.144], [-4.103, 2.154, -2.488], [-0.002, 0.261, 0.406], [-0.915, 0.981, 5.459], [-2.752, 3.000, 2.881], [-1.067, 3.637, 2.701], [-1.826, 3.389, 4.343], [-0.889, -3.284, 3.312], [0.107, -3.783, 4.663], [0.654, -2.500, 3.477], [-3.052, -1.848, 4.789], [-2.244, -1.853, 6.394], [-2.146, -3.251, 5.444], [1.117, -1.150, 5.636], [0.233, -2.319, 6.616], [-0.280, -0.603, 6.540], [2.141, 4.883, 0.771], [1.039, 3.000, 3.342], [2.558, 2.743, 2.436], [1.349, 1.448, 2.596], [1.410, 6.673, -0.380], [-0.340, 6.461, -0.536], [0.579, 7.401, -1.719], [2.914, 5.560, -2.060], [2.076, 5.808, -3.528], [2.395, 4.124, -2.979], [-1.313, 4.948, -2.621], [-0.004, 4.231, -3.631], [-0.258, 6.052, -3.518], [-1.778, -1.743, -3.345], [-3.207, -2.576, -3.970], [-2.976, -2.403, -2.165], [-2.178, 0.333, -4.609], [-3.744, 1.119, -4.324], [-3.710, -0.383, -5.266], [-5.414, -1.248, -2.128], [-5.379, -1.576, -3.921], [-5.644, 0.085, -3.295], [-3.688, -3.600, 1.029], [-2.676, -5.018, -0.171], [-3.247, -6.302, -0.337], [-2.649, -7.282, -1.119], [-1.551, -6.925, -1.890], [-0.995, -5.710, -1.797], [0.155, -5.431, -2.547], [0.778, -4.215, -2.387], [0.355, -3.290, -1.432], [-0.770, -3.512, -0.707], [-1.513, -4.647, -0.898], [-4.164, -6.527, 0.249], [-3.088, -8.256, -1.070], [-1.068, -7.649, -2.505], [0.518, -6.038, -3.360], [1.728, -3.961, -2.971], [0.890, -2.372, -1.360], [4.530, 1.163, 1.368], [5.172, 0.123, 0.603], [6.611, -0.030, 0.662], [4.420, -0.844, -0.053], [2.861, -1.418, 0.491], [4.956, -1.331, -1.211], [5.546, -0.415, -2.222], [4.539, -2.634, -1.715], [5.211, 2.044, 1.275], [4.399, 0.865, 2.474], [3.627, 1.411, 0.840], [6.978, -0.261, 1.641], [7.000, 0.950, 0.445], [6.949, -0.856, -0.035], [5.808, 0.500, -1.617], [4.836, -0.173, -3.028], [6.435, -0.883, -2.630], [5.427, -2.971, -2.305], [3.669, -2.531, -2.364], [4.282, -3.284, -0.886]]}


2.
{"formula": "C39H58N8O5PS2Y", "method": "ωB97M-V/def2-TZVPD", "total_charge": 0, "de_lowest_kcal_mol": 0.0, "species": ["Y", "C", "C", "C", "C", "C", "N", "C", "C", "C", "N", "C", "C", "C", "C", "C", "C", "C", "C", "N", "C", "C", "C", "N", "C", "C", "C", "C", "O", "C", "O", "H", "H", "H", "H", "H", "H", "H", "H", "H", "H", "H", "H", "H", "H", "H", "H", "H", "H", "H", "H", "H", "H", "H", "H", "H", "H", "H", "H", "O", "S", "O", "O", "S", "N", "P", "N", "C", "C", "C", "C", "C", "N", "C", "C", "C", "C", "C", "N", "C", "C", "C", "C", "C", "H", "H", "H", "H", "H", "H", "H", "H", "H", "H", "H", "H", "H", "H", "H", "H", "H", "H", "H", "H", "H", "H", "H", "H", "H", "H", "H", "H", "H", "H"], "positions_angstrom": [[0.251, 1.094, -0.430], [4.276, 4.132, 4.821], [3.321, 3.434, 3.975], [2.080, 2.932, 4.464], [1.186, 2.295, 3.622], [-0.089, 1.976, 4.224], [-1.237, 2.499, 3.929], [-1.581, 3.700, 3.147], [-2.835, 3.456, 2.319], [-2.955, 2.035, 1.753], [-4.237, 1.741, 1.234], [-4.757, 1.950, 0.003], [-4.073, 2.253, -1.165], [-4.966, 2.856, -2.073], [-4.564, 3.434, -3.281], [-5.455, 3.907, -4.395], [-3.160, 3.468, -3.461], [-2.229, 2.823, -2.610], [-0.821, 2.925, -2.920], [0.051, 1.965, -2.668], [1.205, 1.920, -3.550], [2.389, 1.193, -2.952], [3.181, 1.863, -1.848], [2.493, 1.776, -0.561], [3.216, 2.227, 0.429], [2.861, 2.350, 1.830], [3.599, 3.212, 2.633], [1.630, 1.789, 2.328], [1.029, 0.849, 1.662], [-2.692, 1.902, -1.552], [-2.017, 0.953, -1.075], [5.131, 4.487, 4.234], [4.783, 3.451, 5.578], [3.855, 4.931, 5.436], [1.793, 3.047, 5.508], [-0.052, 1.261, 5.036], [-2.004, 2.152, 4.493], [-0.741, 3.931, 2.523], [-1.783, 4.478, 3.890], [-2.880, 4.255, 1.536], [-3.688, 3.587, 2.996], [-2.724, 1.240, 2.489], [-2.204, 1.942, 0.964], [-4.860, 1.167, 1.833], [-5.848, 1.856, -0.086], [-6.017, 2.721, -1.854], [-6.536, 4.003, -4.111], [-5.464, 3.152, -5.211], [-5.122, 4.851, -4.874], [-2.809, 4.032, -4.295], [-0.533, 3.931, -3.300], [1.566, 2.951, -3.775], [0.936, 1.450, -4.511], [3.056, 0.901, -3.789], [1.996, 0.210, -2.661], [3.347, 2.928, -2.035], [4.158, 1.323, -1.769], [4.155, 2.657, 0.115], [4.413, 3.776, 2.209], [-1.194, 5.491, -1.041], [-0.037, 4.883, -0.379], [0.437, 5.606, 0.788], [-0.164, 3.459, -0.009], [1.582, 4.872, -1.794], [0.256, -1.124, -0.446], [0.417, -2.624, -0.367], [-1.023, -3.329, 0.363], [-1.040, -4.776, 0.706], [-2.363, -5.357, 1.152], [-3.218, -4.483, 2.065], [-3.254, -3.034, 1.629], [-1.858, -2.457, 1.249], [0.661, -3.468, -1.839], [-0.511, -3.551, -2.838], [-0.151, -4.331, -4.139], [1.253, -3.945, -4.656], [1.827, -2.708, -3.872], [1.969, -3.114, -2.404], [1.871, -3.077, 0.505], [2.489, -4.409, 0.425], [3.065, -4.869, 1.743], [3.866, -3.789, 2.475], [3.984, -2.476, 1.702], [2.605, -2.023, 1.265], [-0.285, -4.955, 1.459], [-0.707, -5.318, -0.210], [-2.123, -6.315, 1.594], [-2.980, -5.621, 0.294], [-2.860, -4.506, 3.109], [-4.215, -4.935, 2.124], [-3.634, -2.405, 2.434], [-3.986, -2.916, 0.797], [-1.328, -2.175, 2.184], [-2.042, -1.510, 0.677], [-0.852, -2.503, -3.034], [-1.375, -4.061, -2.307], [-0.885, -4.021, -4.892], [-0.207, -5.406, -3.931], [1.175, -3.638, -5.736], [2.014, -4.757, -4.627], [1.176, -1.826, -3.942], [2.832, -2.447, -4.248], [2.407, -2.294, -1.823], [2.587, -4.008, -2.293], [3.258, -4.360, -0.350], [1.669, -5.049, -0.001], [3.724, -5.727, 1.531], [2.260, -5.194, 2.376], [4.828, -4.216, 2.724], [3.387, -3.587, 3.462], [4.606, -2.564, 0.800], [4.529, -1.703, 2.279], [2.557, -1.091, 0.704], [1.972, -1.835, 2.160]]}


3.
{"formula": "C39H59N5O4SSe2SiZr", "method": "ωB97M-V/def2-TZVPD", "total_charge": 0, "de_lowest_kcal_mol": 12.2, "species": ["Zr", "O", "C", "N", "C", "C", "C", "C", "C", "C", "N", "C", "C", "C", "C", "C", "N", "H", "H", "H", "H", "H", "H", "H", "H", "H", "H", "C", "C", "C", "C", "N", "C", "Se", "N", "C", "C", "C", "C", "C", "C", "C", "C", "C", "C", "H", "H", "H", "H", "H", "H", "H", "H", "H", "H", "H", "H", "H", "H", "H", "H", "H", "H", "H", "H", "H", "H", "Se", "C", "C", "C", "C", "O", "Si", "S", "O", "C", "C", "C", "C", "O", "C", "C", "C", "C", "H", "H", "H", "H", "H", "H", "H", "H", "H", "H", "H", "H", "H", "H", "H", "H", "H", "H", "H", "H", "H", "H", "H", "H", "H", "H", "H"], "positions_angstrom": [[0.638, 0.103, -0.420], [-0.836, -3.118, -2.753], [-0.388, -2.407, -1.863], [-0.726, -1.143, -1.573], [-1.750, -0.506, -2.363], [-2.104, 0.829, -1.745], [-3.288, 1.480, -2.069], [-3.581, 2.686, -1.465], [-2.690, 3.221, -0.546], [-1.529, 2.533, -0.271], [-1.247, 1.362, -0.864], [0.648, -2.965, -0.896], [0.886, -4.326, -0.838], [1.732, -4.806, 0.148], [2.309, -3.918, 1.043], [2.045, -2.568, 0.905], [1.246, -2.105, -0.062], [-2.652, -1.125, -2.423], [-1.409, -0.338, -3.394], [-3.967, 1.025, -2.777], [-4.504, 3.201, -1.699], [-2.890, 4.156, -0.044], [-0.788, 2.869, 0.444], [0.385, -4.964, -1.552], [1.932, -5.866, 0.230], [2.957, -4.254, 1.839], [2.462, -1.811, 1.560], [-3.854, 1.200, 3.648], [-2.440, 1.750, 3.494], [-1.430, 1.208, 4.512], [-0.792, -0.119, 4.128], [-1.733, -1.230, 4.074], [-2.231, -1.782, 2.951], [-1.879, -1.364, 1.182], [-3.109, -2.757, 3.320], [-3.899, -3.572, 2.403], [-5.143, -2.843, 1.911], [-6.203, -2.615, 2.983], [-6.953, -3.880, 3.377], [-3.154, -2.834, 4.703], [-3.859, -3.653, 5.574], [-3.646, -3.457, 6.928], [-2.764, -2.483, 7.403], [-2.061, -1.664, 6.536], [-2.275, -1.862, 5.179], [-4.560, 1.769, 3.042], [-4.188, 1.262, 4.686], [-3.939, 0.162, 3.330], [-2.478, 2.837, 3.595], [-2.058, 1.548, 2.489], [-1.901, 1.139, 5.498], [-0.602, 1.912, 4.619], [-0.001, -0.398, 4.829], [-0.337, -0.046, 3.137], [-4.147, -4.489, 2.941], [-3.248, -3.841, 1.572], [-5.563, -3.422, 1.083], [-4.820, -1.892, 1.483], [-6.919, -1.875, 2.617], [-5.740, -2.156, 3.863], [-7.509, -4.279, 2.527], [-7.664, -3.695, 4.182], [-6.283, -4.670, 3.718], [-4.549, -4.406, 5.226], [-4.179, -4.075, 7.638], [-2.631, -2.364, 8.469], [-1.381, -0.904, 6.893], [1.313, 1.234, 1.649], [2.649, 5.716, -2.943], [2.835, 4.428, -2.153], [4.037, 4.527, -1.225], [1.569, 4.101, -1.366], [3.080, 3.416, -3.140], [3.314, 1.811, -3.118], [1.497, 0.785, -2.679], [4.579, 1.492, -2.144], [5.066, 0.255, -1.595], [4.821, -0.902, -2.553], [6.561, 0.462, -1.379], [4.354, 0.053, -0.271], [3.782, 1.388, -4.620], [3.113, 1.274, -5.883], [2.571, -0.146, -6.015], [1.995, 2.303, -6.001], [4.182, 1.537, -6.935], [2.487, 6.563, -2.276], [1.786, 5.621, -3.602], [3.529, 5.915, -3.554], [3.934, 5.385, -0.558], [4.952, 4.647, -1.805], [4.131, 3.628, -0.618], [1.293, 4.948, -0.734], [1.713, 3.235, -0.716], [0.744, 3.891, -2.051], [5.246, -0.681, -3.531], [3.755, -1.100, -2.679], [5.294, -1.806, -2.165], [7.058, 0.654, -2.330], [7.009, -0.423, -0.925], [6.729, 1.315, -0.722], [3.272, 0.089, -0.438], [4.557, 0.881, 0.411], [4.611, -0.890, 0.215], [1.816, -0.344, -5.257], [3.383, -0.864, -5.894], [2.124, -0.295, -7.000], [1.202, 2.109, -5.278], [1.560, 2.265, -7.001], [2.382, 3.307, -5.829], [4.994, 0.818, -6.834], [4.592, 2.539, -6.814], [3.763, 1.451, -7.939]]}


4.
{"formula": "C39H59NO33P4", "method": "ωB97M-V/def2-TZVPD", "total_charge": 0, "smiles": "O=C1C=C(O)C(=O)C=C1O.O=C1C=C(O)C(=O)C=C1O.O=C1C=C(O)C(=O)C=C1O.O=C1C=C(O)C(=O)C=C1O.COP(=O)(OC)OC.COP(=O)(OC)OC.COP(=O)(OC)OC.COP(=O)(OC)OC.CN(C)C=O", "species": ["O", "C", "C", "C", "O", "C", "O", "C", "C", "O", "H", "H", "H", "H", "O", "C", "C", "C", "O", "C", "O", "C", "C", "O", "H", "H", "H", "H", "O", "C", "C", "C", "O", "C", "O", "C", "C", "O", "H", "H", "H", "H", "O", "C", "C", "C", "O", "C", "O", "C", "C", "O", "H", "H", "H", "H", "C", "O", "P", "O", "O", "C", "O", "C", "H", "H", "H", "H", "H", "H", "H", "H", "H", "C", "O", "P", "O", "O", "C", "O", "C", "H", "H", "H", "H", "H", "H", "H", "H", "H", "C", "O", "P", "O", "O", "C", "O", "C", "H", "H", "H", "H", "H", "H", "H", "H", "H", "C", "O", "P", "O", "O", "C", "O", "C", "H", "H", "H", "H", "H", "H", "H", "H", "H", "C", "N", "C", "C", "O", "H", "H", "H", "H", "H", "H", "H"], "positions_angstrom": [[16.356, 13.303, 14.679], [15.616, 12.332, 14.673], [14.538, 12.180, 15.645], [13.838, 11.055, 15.790], [12.903, 10.916, 16.754], [14.048, 9.854, 14.896], [13.546, 8.775, 15.081], [14.965, 10.109, 13.777], [15.732, 11.184, 13.695], [16.563, 11.425, 12.698], [14.316, 13.007, 16.306], [12.272, 10.216, 16.505], [15.043, 9.371, 12.984], [16.870, 12.344, 12.660], [10.292, 13.815, 15.431], [10.883, 14.843, 15.685], [12.095, 14.887, 16.497], [12.871, 15.978, 16.591], [13.990, 15.930, 17.321], [12.441, 17.305, 16.039], [13.098, 18.298, 16.137], [11.144, 17.266, 15.359], [10.398, 16.174, 15.206], [9.303, 16.162, 14.460], [12.454, 13.942, 16.886], [14.392, 16.843, 17.249], [10.777, 18.168, 14.880], [8.946, 15.257, 14.432], [17.756, 12.200, 8.478], [16.654, 12.053, 8.934], [16.146, 10.778, 9.409], [14.913, 10.588, 9.871], [14.429, 9.396, 10.198], [14.012, 11.765, 10.061], [12.872, 11.617, 10.467], [14.541, 13.091, 9.728], [15.759, 13.236, 9.203], [16.283, 14.435, 8.968], [16.736, 9.877, 9.275], [13.525, 9.543, 10.550], [13.916, 13.954, 9.935], [17.197, 14.393, 8.648], [14.124, 22.635, 8.936], [13.211, 22.772, 9.716], [13.098, 23.970, 10.548], [12.285, 24.006, 11.592], [12.301, 25.050, 12.393], [11.294, 22.928, 11.919], [10.486, 23.099, 12.757], [11.403, 21.742, 11.090], [12.257, 21.668, 10.062], [12.349, 20.528, 9.376], [13.706, 24.822, 10.274], [11.777, 24.882, 13.193], [10.798, 20.865, 11.283], [12.976, 20.637, 8.595], [16.801, 21.416, 11.037], [17.129, 20.929, 12.333], [16.736, 21.677, 13.675], [17.411, 21.134, 14.854], [17.006, 23.190, 13.320], [16.921, 24.170, 14.391], [15.160, 21.603, 13.807], [14.512, 20.321, 13.976], [17.670, 21.756, 10.461], [16.171, 22.307, 11.056], [16.310, 20.721, 10.357], [17.196, 23.792, 15.370], [15.897, 24.544, 14.356], [17.568, 24.989, 14.084], [13.699, 20.308, 13.256], [14.028, 20.286, 14.953], [15.212, 19.495, 13.904], [14.594, 16.994, 7.419], [15.254, 17.929, 6.529], [15.245, 19.438, 6.996], [13.918, 19.968, 7.301], [16.203, 19.436, 8.276], [17.594, 19.125, 8.099], [16.073, 20.225, 5.926], [15.931, 19.909, 4.517], [14.568, 15.989, 7.015], [13.579, 17.346, 7.604], [15.136, 16.973, 8.366], [18.223, 20.008, 8.202], [17.728, 18.632, 7.135], [17.936, 18.404, 8.846], [15.956, 18.852, 4.277], [16.698, 20.497, 4.027], [14.964, 20.320, 4.217], [9.413, 16.123, 6.654], [9.079, 17.454, 7.078], [7.992, 17.680, 8.218], [6.746, 16.994, 7.924], [8.699, 17.204, 9.574], [8.742, 15.837, 9.925], [8.018, 19.225, 8.415], [9.225, 19.982, 8.412], [10.237, 15.756, 7.265], [9.726, 16.205, 5.614], [8.554, 15.453, 6.672], [8.405, 15.658, 10.950], [9.753, 15.412, 9.869], [8.139, 15.174, 9.298], [9.102, 20.879, 7.804], [10.045, 19.412, 7.984], [9.420, 20.331, 9.424], [10.873, 17.964, 11.468], [12.284, 18.071, 11.695], [13.197, 16.795, 11.544], [13.084, 16.013, 10.316], [14.631, 17.400, 11.843], [15.061, 18.474, 10.999], [12.926, 16.022, 12.889], [13.866, 15.079, 13.350], [10.613, 18.484, 10.545], [10.345, 18.530, 12.243], [10.440, 16.971, 11.436], [14.419, 18.673, 10.143], [16.058, 18.177, 10.672], [15.177, 19.391, 11.565], [13.471, 14.068, 13.445], [14.292, 15.344, 14.320], [14.761, 15.071, 12.720], [19.141, 17.527, 15.917], [17.688, 17.420, 15.992], [17.057, 16.391, 15.182], [17.031, 18.191, 16.878], [15.943, 17.983, 17.335], [19.457, 17.064, 14.984], [19.577, 16.992, 16.758], [19.442, 18.571, 15.851], [17.006, 16.708, 14.134], [17.652, 15.482, 15.226], [16.051, 16.227, 15.553], [17.641, 19.074, 17.119]]}


| no. | HOMO (eV) |
| --- | --- |
| 1 | -7.343 |
| 2 | -5.829 |
| 3 | -7.235 |
| 4 | -9.199 |